# 1
A single C16H23N3O4S2 molecule in a non-equilibrium geometry. Source: the OMol25 dataset; level of theory: ωB97M-V/def2-TZVPD.

```
48
Properties=species:S:1:pos:R:3:nbo_charge:R:1
O -5.718 -1.889 0.424 -0.93
S -4.866 -0.950 -0.239 2.31
O -5.186 -0.542 -1.576 -0.93
N -4.740 0.372 0.796 -0.85
C -4.222 1.574 0.221 -0.08
C -4.756 2.906 0.645 -0.42
C -5.036 2.398 -0.738 -0.42
H -4.531 2.856 -1.573 0.22
H -6.032 2.053 -0.967 0.23
H -5.568 2.919 1.357 0.21
H -4.057 3.718 0.770 0.22
H -3.159 1.478 0.034 0.21
H -5.606 0.500 1.297 0.41
C -3.170 -1.519 -0.193 -0.31
C -2.320 -1.193 -1.233 -0.20
C -0.995 -1.596 -1.170 -0.13
C -0.563 -2.311 -0.068 -0.33
C -1.416 -2.642 0.969 -0.18
C -2.742 -2.238 0.906 -0.18
H -3.452 -2.478 1.681 0.25
H -1.027 -3.211 1.799 0.25
S 1.163 -2.805 -0.009 2.32
O 1.401 -3.510 1.218 -0.94
O 1.506 -3.443 -1.244 -0.93
N 1.883 -1.289 -0.006 -0.68
C 1.778 -0.622 1.275 -0.24
H 0.740 -0.694 1.604 0.21
C 2.200 0.840 1.122 -0.22
N 3.534 0.867 0.581 -0.44
C 4.141 2.167 0.394 -0.21
H 4.435 2.584 1.359 0.20
C 5.343 1.882 -0.522 -0.41
H 6.266 1.850 0.052 0.21
H 5.443 2.655 -1.281 0.21
C 5.043 0.505 -1.148 -0.40
H 5.150 0.508 -2.231 0.21
C 3.608 0.217 -0.715 -0.06
C 3.232 -1.248 -0.541 -0.22
H 3.223 -1.786 -1.489 0.24
H 3.941 -1.730 0.145 0.19
H 2.893 0.677 -1.425 0.17
H 5.706 -0.254 -0.737 0.21
H 3.446 2.874 -0.092 0.16
H 2.197 1.329 2.099 0.21
H 1.477 1.359 0.463 0.17
H 2.421 -1.114 2.017 0.20
H -0.292 -1.378 -1.957 0.24
H -2.716 -0.645 -2.074 0.25
```

The charge is 0. The calculation puts the lowest unoccupied orbital energy at -0.0012 Eh. The calculation puts the HOMO-LUMO gap at 9.077 eV. For the total energy, the calculation gives -51294.3492 eV. As for the spin multiplicity: 1. Its HOMO energy is -9.11 eV. As for the SMILES: O=S(=O)(NC1CC1)c1ccc(S(=O)(=O)N2CCN3CCC[C@H]3C2)cc1. The energy above the lowest of the compared OMol25 structures with the same formula, charge and spin is 0.00 kJ/mol.

=====

# 2
2 unconnected molecules or ions with the total composition C16H23N3O7 in a non-equilibrium geometry. Source: the OMol25 dataset; level of theory: ωB97M-V/def2-TZVPD.

```
49
Properties=species:S:1:pos:R:3:nbo_charge:R:1
O -3.968 4.341 0.434 -0.63
O 1.967 -2.117 -3.524 -0.62
O 3.794 -2.051 -0.281 -0.63
O -1.419 -0.196 5.222 -0.37
O -3.159 1.036 5.669 -0.38
O -4.971 4.186 2.451 -0.66
O -1.870 2.927 -0.203 -0.67
C -4.028 3.838 1.547 0.80
C 1.419 -1.031 -3.418 0.67
C 3.305 -1.155 -0.958 0.67
C -1.065 1.473 1.468 -0.31
C -1.140 0.899 2.736 -0.11
C -3.098 2.224 3.202 -0.08
C -2.001 2.414 1.056 0.47
C -3.032 2.817 1.926 -0.31
C -2.166 1.255 3.629 -0.04
N 4.075 -0.403 -1.756 -0.60
N 1.301 -0.370 -2.264 -0.63
N -2.253 0.664 4.914 0.51
C 0.830 -0.362 -4.636 -0.71
C 5.516 -0.588 -1.919 -0.41
C -1.591 -2.781 -0.080 -0.61
C 1.044 -2.061 1.168 -0.61
C -0.619 -1.779 -0.717 -0.39
C 0.880 -1.979 -0.364 -0.22
C 1.784 -0.849 -0.949 -0.11
H -5.510 4.861 2.012 0.51
H -2.592 3.583 -0.331 0.52
H -0.267 1.193 0.790 0.23
H -0.385 0.174 3.030 0.25
H -3.894 2.526 3.880 0.26
H 3.615 0.278 -2.334 0.39
H 0.810 0.508 -2.286 0.40
H 0.890 -1.054 -5.476 0.25
H 1.398 0.538 -4.863 0.22
H -0.212 -0.112 -4.447 0.22
H 6.017 -0.449 -0.959 0.21
H 5.912 0.126 -2.643 0.20
H 5.713 -1.603 -2.270 0.21
H -1.238 -3.799 -0.251 0.21
H -2.576 -2.666 -0.533 0.21
H -1.683 -2.598 0.991 0.20
H 0.522 -2.934 1.558 0.22
H 2.090 -2.174 1.445 0.24
H 0.654 -1.163 1.635 0.17
H -0.742 -1.881 -1.795 0.20
H -0.930 -0.774 -0.433 0.18
H 1.197 -2.931 -0.796 0.23
H 1.678 0.000 -0.276 0.21
```

The charge is 0. The calculation puts the lowest unoccupied orbital energy at -0.0340 Eh. The calculation puts the HOMO-LUMO gap at 8.585 eV. For the total energy, the calculation gives -35766.9961 eV. As for the spin multiplicity: 1. Its HOMO energy is -9.51 eV. As for the SMILES: CC[C@H](C)[C@H](NC(C)=O)C(=O)NC.O=C(O)c1cc([N+](=O)[O-])ccc1O. The energy above the lowest of the compared OMol25 structures with the same formula, charge and spin is 290.28 kJ/mol.

=====

# 3
A molecular structure, C16H23NO5 in a non-equilibrium geometry. Source: the OMol25 dataset; level of theory: ωB97M-V/def2-TZVPD.

```
45
Properties=species:S:1:pos:R:3:nbo_charge:R:1
C 6.573 1.824 0.987 -0.61
C 5.201 1.440 0.846 -0.40
C 4.912 0.632 -0.362 -0.02
H 5.053 1.000 -1.310 0.22
H 5.356 -0.565 -0.430 0.22
O 3.305 0.134 -0.274 -0.53
C 2.825 -0.643 -1.176 0.79
O 3.597 -0.895 -2.356 -0.70
C 1.393 -0.821 -1.327 -0.35
C 0.655 -0.076 -0.252 -0.30
C -0.725 0.816 -0.739 0.71
O -0.891 1.405 -1.844 -0.60
N -1.628 0.134 0.007 -0.44
C -2.993 0.830 -0.029 -0.17
H -3.478 0.907 0.783 0.20
C -3.915 -0.323 -0.708 -0.34
C -5.263 -0.014 -0.884 -0.07
O -5.895 0.126 0.440 -0.56
C -7.094 0.699 0.305 -0.25
H -7.553 0.624 1.524 0.17
H -7.875 -0.090 -0.312 0.14
H -7.425 1.703 0.122 0.19
H -5.868 -0.441 -1.513 0.19
H -5.426 1.197 -1.224 0.14
H -3.433 -0.245 -2.076 0.19
H -3.722 -1.228 -0.327 0.20
H -2.972 1.492 -0.634 0.19
C -1.242 -0.444 1.144 -0.23
C -0.029 -1.178 0.806 0.21
C 1.244 -1.639 1.614 -0.17
C 1.985 -2.187 0.660 -0.25
H 2.897 -2.781 0.747 0.24
C 1.275 -2.248 -0.597 0.07
H 1.411 -3.234 -1.326 0.25
O -0.138 -2.293 -0.212 -0.53
H 1.415 -1.117 2.601 0.24
H -1.987 -1.401 1.099 0.23
H -1.183 -0.064 2.402 0.21
H 1.193 0.759 0.302 0.24
H 0.895 -0.704 -2.138 0.26
H 4.516 2.272 0.923 0.22
H 4.618 1.006 2.006 0.18
H 6.618 2.431 1.781 0.23
H 6.767 2.204 0.022 0.20
H 7.035 0.995 0.929 0.21
```

The charge is 0. The calculation puts the lowest unoccupied orbital energy at 0.0168 Eh. The calculation puts the HOMO-LUMO gap at 9.551 eV. For the total energy, the calculation gives -28676.5351 eV. As for the spin multiplicity: 1. Its HOMO energy is -9.10 eV. The energy above the lowest of the compared OMol25 structures with the same formula, charge and spin is 1697.84 kJ/mol.

=====

# 4
A molecular structure, C16H24AsF3N3PdS5. Source: the OMol25 dataset; level of theory: ωB97M-V/def2-TZVPD.

```
53
Properties=species:S:1:pos:R:3:nbo_charge:R:1
Pd 0.197 -0.435 0.579 0.75
S -0.621 -2.229 5.212 -0.47
As -0.750 -2.164 3.089 0.93
S -1.768 -0.499 2.188 -0.65
S 1.130 -2.108 1.996 -0.50
S -1.705 -4.067 3.117 -0.47
F -0.284 4.878 -0.720 -0.32
C -1.127 4.711 0.316 0.98
F -1.452 5.959 0.736 -0.34
F -2.260 4.182 -0.182 -0.32
C -0.537 3.892 1.426 -0.25
C -0.474 4.424 2.701 -0.13
C 0.038 3.664 3.741 -0.31
C 0.485 2.389 3.439 0.09
N 0.448 1.872 2.220 -0.48
C -0.072 2.578 1.208 0.10
S -0.150 1.763 -0.327 -0.22
H -0.835 5.427 2.880 0.22
H 0.086 4.047 4.750 0.21
H 0.891 1.742 4.210 0.20
C -0.463 -1.244 -2.447 -0.26
C -1.328 -2.009 -3.483 -0.25
N -2.497 -2.606 -2.846 -0.42
C -2.048 -3.536 -1.808 -0.25
C -1.160 -2.814 -0.764 -0.27
N -1.059 -1.377 -1.107 -0.39
C -2.423 -0.801 -1.145 -0.28
C -3.269 -1.538 -2.213 -0.25
H -0.396 -0.178 -2.674 0.22
H 0.549 -1.642 -2.413 0.22
H -0.749 -2.806 -3.955 0.20
H -1.672 -1.339 -4.273 0.20
H -1.504 -4.352 -2.287 0.20
H -2.932 -3.964 -1.330 0.20
H -0.148 -3.218 -0.732 0.21
H -1.576 -2.889 0.240 0.24
H -2.327 0.264 -1.354 0.23
H -2.844 -0.908 -0.148 0.25
H -3.602 -0.851 -2.994 0.19
H -4.159 -1.981 -1.761 0.20
C 3.367 1.193 0.564 -0.61
C 3.274 -0.268 0.144 -0.27
C 4.399 -0.608 -0.840 -0.60
C 1.943 -0.613 -0.509 -0.50
H 4.359 1.415 0.967 0.19
H 2.623 1.425 1.322 0.24
H 3.190 1.849 -0.293 0.20
H 3.407 -0.896 1.030 0.20
H 4.307 -0.007 -1.749 0.19
H 4.372 -1.661 -1.127 0.20
H 5.377 -0.401 -0.398 0.20
H 1.940 -1.669 -0.795 0.17
H 1.810 0.003 -1.402 0.18
```

The charge is -1. The calculation puts the lowest unoccupied orbital energy (spin up / spin down) at -0.0198 / -0.0195 Eh. The calculation puts the HOMO-LUMO gap (spin up / spin down) at 3.064 / 3.181 eV. For the total energy, the calculation gives -148100.5588 eV. As for the spin multiplicity: 1. Its HOMO energy (spin up / spin down) is -3.60 / -3.71 eV. The energy above the lowest of the compared OMol25 structures with the same formula, charge and spin is 267.14 kJ/mol.

=====

> Among the records above, which one has the highest total energy?

C16H23NO5

=====

Please write out number 2 again, unchanged.
2 unconnected molecules or ions with the total composition C16H23N3O7 in a non-equilibrium geometry. Source: the OMol25 dataset; level of theory: ωB97M-V/def2-TZVPD.

```
49
Properties=species:S:1:pos:R:3:nbo_charge:R:1
O -3.968 4.341 0.434 -0.63
O 1.967 -2.117 -3.524 -0.62
O 3.794 -2.051 -0.281 -0.63
O -1.419 -0.196 5.222 -0.37
O -3.159 1.036 5.669 -0.38
O -4.971 4.186 2.451 -0.66
O -1.870 2.927 -0.203 -0.67
C -4.028 3.838 1.547 0.80
C 1.419 -1.031 -3.418 0.67
C 3.305 -1.155 -0.958 0.67
C -1.065 1.473 1.468 -0.31
C -1.140 0.899 2.736 -0.11
C -3.098 2.224 3.202 -0.08
C -2.001 2.414 1.056 0.47
C -3.032 2.817 1.926 -0.31
C -2.166 1.255 3.629 -0.04
N 4.075 -0.403 -1.756 -0.60
N 1.301 -0.370 -2.264 -0.63
N -2.253 0.664 4.914 0.51
C 0.830 -0.362 -4.636 -0.71
C 5.516 -0.588 -1.919 -0.41
C -1.591 -2.781 -0.080 -0.61
C 1.044 -2.061 1.168 -0.61
C -0.619 -1.779 -0.717 -0.39
C 0.880 -1.979 -0.364 -0.22
C 1.784 -0.849 -0.949 -0.11
H -5.510 4.861 2.012 0.51
H -2.592 3.583 -0.331 0.52
H -0.267 1.193 0.790 0.23
H -0.385 0.174 3.030 0.25
H -3.894 2.526 3.880 0.26
H 3.615 0.278 -2.334 0.39
H 0.810 0.508 -2.286 0.40
H 0.890 -1.054 -5.476 0.25
H 1.398 0.538 -4.863 0.22
H -0.212 -0.112 -4.447 0.22
H 6.017 -0.449 -0.959 0.21
H 5.912 0.126 -2.643 0.20
H 5.713 -1.603 -2.270 0.21
H -1.238 -3.799 -0.251 0.21
H -2.576 -2.666 -0.533 0.21
H -1.683 -2.598 0.991 0.20
H 0.522 -2.934 1.558 0.22
H 2.090 -2.174 1.445 0.24
H 0.654 -1.163 1.635 0.17
H -0.742 -1.881 -1.795 0.20
H -0.930 -0.774 -0.433 0.18
H 1.197 -2.931 -0.796 0.23
H 1.678 0.000 -0.276 0.21
```

The charge is 0. The calculation puts the lowest unoccupied orbital energy at -0.0340 Eh. The calculation puts the HOMO-LUMO gap at 8.585 eV. For the total energy, the calculation gives -35766.9961 eV. As for the spin multiplicity: 1. Its HOMO energy is -9.51 eV. As for the SMILES: CC[C@H](C)[C@H](NC(C)=O)C(=O)NC.O=C(O)c1cc([N+](=O)[O-])ccc1O. The energy above the lowest of the compared OMol25 structures with the same formula, charge and spin is 290.28 kJ/mol.